1.
{"formula": "C9H17IN2P", "method": "wB97M-V/def2-TZVPD", "relative_energy_kj_mol": 0.00, "gap_ev": 8.93, "total_charge": 1, "smiles": "CC(C)n1cc[n+](C(C)C)c1PI", "lumo_energy_ev": -3.9222, "homo_ev": -12.86, "elements": ["C", "C", "C", "C", "C", "C", "C", "C", "C", "N", "N", "P", "I", "H", "H", "H", "H", "H", "H", "H", "H", "H", "H", "H", "H", "H", "H", "H", "H", "H"], "xyz": [[-1.497394, 0.064018, 0.561301], [-1.028941, -1.174859, 0.264482], [0.680138, 0.144309, -0.126924], [-0.764154, 2.728862, 2.018173], [-1.976796, 2.655820, -0.227221], [1.230064, -2.342774, -1.980318], [0.734154, -3.502128, 0.330208], [-0.611161, 2.370314, 0.546261], [1.075535, -2.242877, -0.513455], [-0.502768, 0.924634, 0.362683], [0.248055, -1.092661, -0.140427], [2.403026, 0.793438, -0.317874], [2.245714, 1.667584, -2.542413], [-2.323822, 0.370770, 1.082276], [-1.521552, -2.163455, 0.239769], [-1.543286, 1.985654, 2.389561], [-1.043293, 3.817025, 2.010121], [0.223749, 2.529840, 2.538169], [-1.799750, 3.459473, -1.017401], [-2.812483, 3.090380, 0.475996], [-2.324242, 1.676089, -0.742120], [1.473931, -1.340461, -2.380648], [0.405928, -2.948731, -2.438788], [2.160406, -2.849698, -2.222873], [0.746218, -3.203251, 1.455401], [1.680190, -4.205495, 0.204318], [-0.066528, -4.001354, -0.109128], [0.276291, 2.746588, 0.006244], [2.099753, -1.983689, -0.190157], [2.133017, 2.026634, 0.464782]], "forces_ev_per_angstrom": [[2.0, -1.3, -0.1], [-1.8, -2.0, -0.1], [-2.7, 3.8, 1.9], [0.8, -0.5, -0.2], [-0.7, 1.2, -0.5], [-0.2, -0.8, -1.4], [4.1, 0.8, 0.9], [-1.5, -0.5, -1.4], [1.9, -0.4, 1.8], [4.8, -2.1, -1.2], [0.4, -0.3, -0.1], [-0.6, 0.4, 1.0], [0.0, 0.3, -0.4], [-2.2, 0.4, 0.6], [0.2, 1.0, 0.3], [0.8, 1.6, 0.1], [0.1, -1.2, 0.7], [-1.3, 0.5, -0.3], [-0.4, -1.1, 0.9], [1.6, -1.1, -1.3], [0.3, 2.2, 0.7], [-1.0, -0.4, -0.2], [0.5, 1.1, -0.1], [0.0, -0.5, 0.2], [-0.7, -0.8, -2.0], [-2.0, 1.3, 0.2], [-1.8, -1.0, 0.0], [-0.6, 0.4, 0.5], [-0.5, 0.3, 0.3], [0.2, -1.1, -0.8]]}


2.
{"formula": "C17H17ClN2O2", "method": "wB97M-V/def2-TZVPD", "relative_energy_kj_mol": 110.97, "gap_ev": 8.31, "smiles": "CCOC(=O)c1cc2c(ccn2C)n1Cc1ccccc1Cl", "lumo_energy_ev": 0.8336, "homo_ev": -7.48, "elements": ["C", "C", "H", "H", "O", "C", "O", "C", "C", "C", "N", "C", "C", "C", "N", "C", "C", "C", "C", "C", "C", "C", "H", "H", "H", "H", "Cl", "H", "H", "H", "H", "C", "H", "H", "H", "H", "H", "H", "H"], "xyz": [[-2.192477, -4.838750, -1.141166], [-2.290407, -3.641564, -0.214149], [-3.131340, -2.993054, -0.488464], [-2.432808, -3.954336, 0.827211], [-1.081196, -2.896235, -0.312976], [-0.993383, -1.815908, 0.491770], [-1.888167, -1.497243, 1.249092], [0.285925, -1.155497, 0.349266], [1.415241, -1.671010, -0.286641], [2.432048, -0.745886, -0.058447], [3.753158, -0.482346, -0.287007], [4.037631, 0.709787, 0.317493], [2.932318, 1.235773, 0.941480], [1.896987, 0.311476, 0.704859], [0.588787, 0.054956, 0.950930], [-0.332472, 0.946203, 1.612223], [-1.396305, 1.486991, 0.684774], [-1.084564, 2.246392, -0.439413], [-2.072445, 2.718263, -1.289384], [-3.399708, 2.441313, -1.019001], [-3.732459, 1.702651, 0.103263], [-2.738446, 1.234241, 0.942875], [-2.998319, 0.642223, 1.805532], [-4.766798, 1.487322, 0.323981], [-4.168734, 2.806348, -1.682898], [-1.795085, 3.301417, -2.153750], [0.560006, 2.649264, -0.806050], [0.260260, 1.771846, 2.018001], [-0.824177, 0.414746, 2.431970], [2.891440, 2.160857, 1.480759], [5.029191, 1.117962, 0.265534], [4.662838, -1.306991, -1.026628], [4.730123, -2.301383, -0.577473], [4.326788, -1.418571, -2.061076], [5.651159, -0.850176, -1.023835], [1.451712, -2.600646, -0.817342], [-3.107812, -5.420982, -1.085628], [-2.042366, -4.506005, -2.164601], [-1.352980, -5.465968, -0.853559]], "forces_ev_per_angstrom": [[0.2, 0.4, 0.2], [-0.5, -0.2, 0.1], [0.1, -0.1, 0.1], [0.0, 0.1, -0.2], [0.3, 0.1, -0.1], [-0.4, -0.3, 0.1], [0.2, 0.0, -0.1], [0.4, -0.3, -0.4], [-0.4, 0.0, 0.0], [-0.6, 0.6, 0.6], [0.0, 0.1, 0.0], [0.0, 0.2, 0.1], [0.2, 0.3, 0.1], [0.5, -0.9, -0.4], [0.2, -0.2, 0.0], [-0.3, 0.2, 0.2], [0.1, 0.1, 0.0], [-0.3, 0.0, 0.0], [0.1, 0.0, 0.0], [0.0, 0.0, 0.0], [-0.1, 0.0, 0.0], [0.0, 0.1, 0.0], [0.0, -0.1, 0.1], [-0.1, 0.0, 0.0], [-0.1, 0.0, -0.1], [0.1, 0.0, -0.1], [0.1, 0.2, -0.1], [0.0, -0.1, 0.0], [0.1, 0.2, -0.1], [0.1, 0.2, 0.1], [0.2, 0.0, 0.0], [0.1, -0.3, -0.2], [0.1, 0.0, 0.0], [0.1, 0.0, 0.0], [0.0, 0.0, 0.0], [-0.1, -0.2, -0.1], [-0.1, -0.1, 0.0], [0.0, 0.0, -0.1], [0.1, -0.1, 0.0]]}